(1)
{"formula": "C36H71FN2O19", "method": "ωB97M-V/def2-TZVPD", "elements": ["C", "C", "C", "C", "C", "C", "C", "C", "C", "O", "C", "O", "N", "O", "N", "C", "C", "O", "F", "C", "C", "C", "C", "H", "H", "H", "H", "H", "H", "H", "H", "H", "H", "H", "H", "H", "H", "H", "H", "H", "H", "H", "H", "H", "H", "H", "H", "H", "H", "H", "H", "H", "H", "H", "C", "C", "O", "C", "O", "O", "C", "H", "H", "H", "H", "H", "H", "H", "H", "C", "C", "O", "C", "O", "O", "C", "H", "H", "H", "H", "H", "H", "H", "H", "C", "C", "O", "C", "O", "O", "C", "H", "H", "H", "H", "H", "H", "H", "H", "C", "C", "O", "C", "O", "O", "C", "H", "H", "H", "H", "H", "H", "H", "H", "C", "C", "O", "C", "O", "O", "C", "H", "H", "H", "H", "H", "H", "H", "H"], "positions_angstrom": [[5.995, -0.293, 2.316], [6.144, 1.322, 2.355], [4.624, 1.901, 2.527], [3.943, 1.858, 1.064], [2.634, 0.903, 0.984], [1.568, 1.598, -0.011], [0.216, 0.730, -0.224], [-0.456, 0.429, 1.207], [-0.237, -1.062, 1.760], [-0.142, -2.075, 0.716], [-0.697, -3.347, 1.140], [-1.182, -1.458, 2.815], [-0.619, -1.326, 4.052], [-0.228, -2.370, 4.472], [-1.868, 0.894, 1.151], [-2.781, -0.047, 0.477], [-3.782, 0.672, -0.591], [-3.314, 1.663, -1.212], [-5.094, 0.158, -0.773], [-2.373, 1.441, 2.437], [-1.883, 3.007, 2.485], [-3.962, 1.461, 2.627], [-4.295, 2.464, 3.875], [5.030, -0.586, 2.887], [6.935, -0.748, 2.777], [5.822, -0.586, 1.219], [6.574, 1.683, 1.343], [6.857, 1.700, 3.163], [4.737, 3.018, 2.817], [4.060, 1.310, 3.329], [4.658, 1.488, 0.243], [3.575, 2.926, 0.837], [2.879, -0.136, 0.570], [2.215, 0.763, 2.057], [2.070, 1.713, -1.051], [1.330, 2.685, 0.317], [0.351, -0.179, -0.901], [-0.512, 1.438, -0.786], [0.078, 1.129, 1.962], [0.804, -1.065, 2.278], [-1.850, -3.354, 1.214], [-0.177, -3.754, 2.072], [-0.453, -4.098, 0.289], [-3.341, -0.775, 1.175], [-2.121, -0.731, -0.192], [-1.925, 0.946, 3.384], [-1.677, 3.377, 3.544], [-0.965, 3.072, 1.787], [-2.711, 3.605, 1.942], [-4.536, 1.909, 1.729], [-4.426, 0.455, 2.915], [-5.272, 2.205, 4.407], [-3.464, 2.367, 4.678], [-4.387, 3.559, 3.513], [-1.066, 9.166, -0.174], [-0.946, 8.665, -1.601], [-0.744, 7.247, -1.632], [-1.848, 6.502, -1.445], [-2.967, 6.921, -1.266], [-1.486, 5.208, -1.466], [-2.557, 4.303, -1.188], [-0.208, 8.839, 0.420], [-1.121, 10.256, -0.150], [-1.959, 8.765, 0.311], [-0.070, 9.117, -2.073], [-1.815, 8.947, -2.202], [-3.414, 4.488, -1.839], [-2.846, 4.384, -0.137], [-2.198, 3.294, -1.370], [1.442, -7.587, -4.997], [2.152, -7.293, -3.689], [2.423, -5.893, -3.554], [1.379, -5.137, -3.177], [0.261, -5.533, -2.941], [1.785, -3.856, -3.132], [0.742, -2.931, -2.830], [2.004, -7.173, -5.839], [1.325, -8.662, -5.141], [0.452, -7.126, -5.021], [3.118, -7.803, -3.677], [1.584, -7.664, -2.830], [0.211, -3.214, -1.919], [0.050, -2.863, -3.673], [1.195, -1.951, -2.674], [10.487, 5.090, -2.047], [10.811, 4.743, -0.605], [9.944, 3.711, -0.118], [10.257, 2.464, -0.506], [11.189, 2.149, -1.207], [9.335, 1.626, 0.001], [9.498, 0.270, -0.412], [9.426, 5.331, -2.154], [11.082, 5.942, -2.383], [10.689, 4.246, -2.710], [10.642, 5.619, 0.026], [11.860, 4.459, -0.485], [10.511, -0.086, -0.216], [9.254, 0.174, -1.473], [8.800, -0.341, 0.162], [-9.361, 6.069, 5.715], [-10.234, 5.045, 5.013], [-10.213, 5.238, 3.594], [-9.124, 4.767, 2.963], [-8.190, 4.202, 3.481], [-9.241, 5.057, 1.656], [-8.102, 4.690, 0.879], [-9.641, 7.082, 5.413], [-9.457, 5.981, 6.799], [-8.309, 5.938, 5.450], [-11.272, 5.173, 5.332], [-9.944, 4.023, 5.271], [-7.837, 3.641, 1.033], [-7.259, 5.340, 1.125], [-8.353, 4.831, -0.173], [-1.534, -13.797, -5.296], [-0.824, -13.499, -3.989], [-0.552, -12.098, -3.859], [-1.596, -11.340, -3.484], [-2.713, -11.734, -3.246], [-1.190, -10.059, -3.444], [-2.231, -9.130, -3.146], [-0.972, -13.386, -6.139], [-1.651, -14.873, -5.436], [-2.525, -13.336, -5.320], [0.143, -14.008, -3.976], [-1.391, -13.866, -3.128], [-2.762, -9.408, -2.232], [-2.923, -9.065, -3.989], [-1.774, -8.151, -2.995]], "homo_energy_ev": -9.0, "total_energy_ha": -3053.013536, "gap_ev": 8.224, "charge": 0, "lumo_energy_ev": -0.74}

(2)
{"formula": "C6H22O5S", "method": "ωB97M-V/def2-TZVPD", "elements": ["C", "O", "H", "H", "H", "H", "C", "O", "H", "H", "H", "H", "C", "O", "H", "H", "H", "H", "C", "O", "H", "H", "H", "H", "C", "S", "O", "C", "H", "H", "H", "H", "H", "H"], "positions_angstrom": [[2.016, 4.194, 0.048], [3.241, 4.714, 0.527], [1.249, 4.966, -0.072], [2.122, 3.692, -0.922], [1.638, 3.460, 0.756], [3.426, 5.527, 0.052], [0.404, 0.672, -0.265], [0.693, -0.702, -0.401], [1.103, 1.193, 0.403], [0.517, 1.167, -1.227], [-0.604, 0.827, 0.132], [0.894, -1.107, 0.452], [1.677, -3.696, 1.003], [1.180, -2.548, 1.698], [1.265, -3.669, 0.001], [2.769, -3.665, 0.942], [1.423, -4.624, 1.518], [1.155, -2.702, 2.647], [-0.726, 2.380, -4.228], [-0.010, 3.306, -5.046], [-1.444, 2.923, -3.614], [-1.296, 1.665, -4.826], [-0.025, 1.826, -3.607], [-0.139, 3.073, -5.969], [-1.879, -0.994, 1.910], [-3.203, -2.090, 2.416], [-4.182, -2.079, 1.306], [-2.233, -3.605, 2.268], [-2.272, 0.019, 1.884], [-1.624, -1.302, 0.894], [-1.016, -1.084, 2.567], [-1.436, -3.476, 1.536], [-2.884, -4.423, 1.973], [-1.798, -3.837, 3.244]], "homo_energy_ev": -8.9, "total_energy_ha": -1016.067361, "gap_ev": 9.176, "charge": 0, "lumo_energy_ev": 0.28}

Q: Which value of charge does entry 1 give?
A: 0